<a>
# C32H88N8O8

A 8-piece molecular cluster, C32H88N8O8 overall (the ωB97M-V functional and the def2-TZVPD basis, the OMol25 dataset).

```
136
C32H88N8O8, DFT the ωB97M-V functional and the def2-TZVPD basis
C 22.6501 -6.0721 -6.7661
C 19.4086 -8.9668 -4.3908
H 15.9942 -10.9364 -3.0365
H 11.7083 -13.8656 -0.8889
H 23.2846 -6.0451 -5.8789
C 16.4610 -11.5470 -9.9740
H 18.6178 -11.8956 1.7085
H 22.8777 -2.1990 -4.4114
H 14.4786 -12.4972 -7.5108
H 16.7969 -12.7265 -5.3351
H 11.7452 -11.0103 -3.5800
H 25.2431 -9.2692 -3.0413
C 18.4831 -14.7407 -4.8071
H 20.3513 -13.5097 -3.2781
C 15.1966 -9.5758 -5.7128
H 17.4586 -11.4464 -4.3134
N 17.7404 -14.5017 1.9757
H 21.2345 -2.5082 -7.7265
H 21.6138 -4.7523 -8.1623
H 17.0170 -12.0464 0.9928
H 17.4889 -13.2965 3.7220
O 17.1453 -15.1516 -5.0647
H 14.7271 -9.8253 -4.7670
H 28.3383 -8.5035 -3.3625
H 16.7176 -12.3917 -10.6102
O 15.4699 -14.6534 3.6201
O 17.1977 -9.3239 -2.3079
H 19.0689 -7.5194 -2.8525
H 16.4929 -15.7961 -3.1796
H 13.6650 -12.1711 -5.1399
H 15.2064 -12.6351 3.2993
C 22.9618 -1.6900 -3.4403
O 22.0134 -3.8065 -6.3524
H 19.5600 -4.8354 -2.5799
H 21.7954 -6.3376 -3.6418
H 15.6421 -11.0197 -10.4759
H 19.7591 -8.2795 -5.1605
H 23.0992 -8.4639 -3.7799
H 15.9945 -8.8258 -5.6211
H 21.4449 -3.5527 -1.2776
H 18.8355 -14.6084 -5.8343
H 19.7496 -12.0238 -3.2549
H 23.1413 -5.7357 -2.9569
H 23.0998 -3.6527 -1.7265
H 21.2837 -1.8387 -6.1410
N 11.5805 -10.4004 -1.0141
H 15.4704 -10.2191 -1.5153
C 22.3662 -4.7109 -7.3586
H 14.0032 -11.7179 -3.4358
H 20.8164 -8.6612 -1.4246
H 24.0515 -10.6795 -5.4396
C 15.9922 -10.4201 -7.7454
H 22.7813 -0.6432 -3.6989
H 27.2454 -9.8733 -2.7269
H 21.1943 -7.5958 -2.6289
C 20.1557 -4.4218 -3.3979
C 14.1038 -15.0085 3.5993
H 15.3198 -9.7914 -8.3467
H 23.7264 -7.9784 -5.2458
H 10.5645 -10.3660 -1.0208
H 17.1932 -17.0667 -4.1889
C 22.1125 -3.4083 -2.1333
H 22.7947 -2.0597 -7.1249
C 18.4533 -13.3741 -4.1268
C 24.9125 -9.1976 -4.0804
C 23.0353 -7.1125 -7.8105
C 16.6266 -16.1288 -4.2185
N 23.9287 -8.1296 -4.2662
N 21.3843 -6.6234 -6.1497
C 13.5645 -12.4688 -4.0956
H 25.8604 -9.0074 -6.0331
H 16.7876 -11.2476 -1.6049
H 15.2330 -13.5608 1.8318
C 15.6882 -13.5036 2.8319
H 28.7658 -10.1530 -3.5566
H 18.3352 -8.8094 -4.6318
H 23.9949 -1.8349 -3.1089
H 25.0765 -11.3481 -4.1104
H 14.1924 -13.3531 -3.9589
H 22.0905 -4.1598 -4.1467
H 18.7548 -14.5349 2.0478
H 19.7963 -3.4007 -3.5351
H 14.8845 -13.3460 -8.8760
N 22.1316 -5.8000 -2.8440
H 13.7550 -15.4622 2.6619
H 10.4762 -12.0776 -3.0172
H 13.0848 -11.6767 -1.6066
C 19.4023 -8.5616 -2.9215
H 11.8919 -10.3780 -0.0504
O 15.3387 -10.7032 -6.5213
H 26.3444 -7.7764 -4.8538
H 10.5143 -12.6397 -0.3792
H 19.9502 -5.0222 -4.2848
C 21.6630 -4.4279 -3.1710
H 20.7909 -6.9216 -6.9250
H 20.8624 -5.7953 -5.8480
H 23.4710 -10.6972 -3.7508
N 14.8089 -12.4271 -8.4633
H 16.9986 -10.0539 -7.5293
O 21.9753 -2.0467 -2.5053
C 17.7195 -12.2970 -4.9441
N 19.7848 -12.8624 -3.8184
H 23.8782 -6.7763 -8.4291
H 18.3430 -11.9106 -5.7539
H 23.4520 -8.0272 -7.3850
C 17.2037 -13.3363 2.6583
H 16.8817 -12.3149 -8.0174
H 13.5088 -14.1252 3.8417
H 17.2335 -11.2677 2.6271
H 18.7928 -9.5044 -0.9958
C 11.5806 -12.8393 -0.5595
H 13.9423 -15.8401 4.2884
H 22.2417 -7.3852 -8.5046
H 17.8232 -13.3901 -3.2224
C 18.5685 -9.5002 -2.0667
C 16.3398 -10.4000 -2.1508
H 11.9742 -12.5881 0.4274
C 11.9896 -11.7149 -1.5348
N 20.7996 -8.5081 -2.4267
H 19.5187 -10.0376 -4.5536
O 27.3120 -9.5555 -4.7956
H 17.2975 -10.8425 -10.0768
H 19.0920 -15.4600 -4.2567
H 18.8588 -10.5037 -2.4069
O 12.2701 -12.8961 -3.7170
C 11.5560 -11.9055 -2.9769
H 14.4928 -8.8764 -6.2102
H 17.4968 -15.3445 2.4949
C 24.3473 -10.5875 -4.3946
C 16.0940 -11.7310 -8.5215
C 26.0994 -8.8404 -4.9804
C 21.8406 -2.4915 -6.8061
C 27.8892 -9.4952 -3.5252
H 15.6150 -16.4298 -4.5007
H 23.2562 -4.3205 -7.8842
C 17.5648 -12.0464 1.9372
```

SMILES: COC[C@H](C)N.COC[C@H](C)N.COC[C@H](C)N.COC[C@H](C)N.COC[C@H](C)N.COC[C@H](C)N.COC[C@H](C)N.COC[C@H](C)N
2S+1: 1
E_HOMO: -8.8 eV
Kohn-Sham gap: 9.3272 eV

***

<b>
# C32H88N8O8

A 8-piece molecular cluster, C32H88N8O8 overall (the ωB97M-V functional and the def2-TZVPD basis, the OMol25 dataset).

```
136
C32H88N8O8, DFT the ωB97M-V functional and the def2-TZVPD basis
H 27.0028 -13.0835 -26.6459
H 19.3754 -7.7796 -21.0125
H 25.5824 -10.2928 -24.5971
H 21.1228 -12.7083 -20.5023
H 21.7846 -7.5348 -22.8639
H 19.4630 -9.4532 -23.0699
H 23.3269 -14.6723 -19.6170
H 23.5408 -11.7782 -20.6080
C 25.0548 -9.4494 -18.1694
H 25.6033 -15.4047 -24.3909
C 25.1121 -8.4046 -23.6506
H 27.0725 -12.2359 -23.3038
C 25.9369 -13.2424 -26.8663
O 22.8264 -12.9959 -18.4697
H 25.5619 -12.2397 -27.0795
C 23.3227 -5.1829 -22.4702
O 27.4560 -7.9033 -18.7466
H 25.5570 -7.7518 -24.4219
H 22.3297 -8.9976 -21.1191
C 23.8502 -9.5381 -25.5108
O 28.3158 -13.7755 -23.8713
H 24.2225 -7.8878 -23.2813
H 26.4798 -7.1988 -20.3960
H 30.2791 -13.7914 -23.2597
H 24.0371 -7.5686 -20.6635
H 21.6749 -12.2245 -22.1340
C 25.1260 -8.2902 -19.1482
C 29.9314 -15.3844 -24.6729
C 19.2811 -5.2197 -20.9917
H 28.3825 -12.0378 -27.9601
H 25.7306 -7.9569 -28.7115
H 26.9465 -14.5457 -24.8860
N 27.4888 -3.5928 -21.8662
H 24.2460 -9.3089 -17.4507
H 25.4410 -6.3000 -21.7835
H 23.8226 -14.0004 -22.3921
H 22.7343 -12.8974 -16.4713
H 27.3801 -9.8317 -23.3370
C 23.8488 -14.3383 -25.9282
H 24.3388 -8.7892 -26.1386
H 23.2173 -13.5551 -26.3720
O 24.4339 -4.4867 -21.9617
C 28.0957 -12.5755 -23.1387
H 21.0177 -9.8104 -21.2485
H 24.3810 -12.4543 -22.4832
H 23.3260 -6.2191 -22.0991
H 26.7492 -8.9451 -20.4122
H 28.4255 -14.9727 -25.9884
H 24.5236 -9.0441 -20.9296
O 26.7253 -9.1964 -27.4516
H 23.1320 -10.2229 -23.0423
H 28.9894 -9.0285 -19.5455
C 21.8429 -12.9030 -21.3024
C 25.6165 -5.2448 -22.0551
H 24.6111 -13.5691 -19.3548
C 26.4867 -8.0985 -19.7569
H 27.7716 -8.0753 -23.4603
H 25.9660 -13.8429 -27.7785
H 27.4472 -5.4915 -21.0622
H 30.8885 -10.7964 -27.6928
N 26.0808 -14.9910 -25.1822
H 28.7764 -11.7860 -23.4736
H 22.8432 -14.5675 -17.0642
H 25.5093 -3.3687 -19.9886
H 20.9639 -7.2746 -20.4214
C 29.0032 -9.9655 -27.8284
H 28.9781 -16.4296 -26.1963
C 25.2486 -13.8668 -25.6822
H 25.7678 -4.9671 -19.2818
C 20.9816 -8.1251 -22.4088
H 19.0746 -4.3125 -21.5509
C 26.6755 -7.9897 -28.1678
H 27.0635 -3.7700 -19.2808
H 27.4661 -7.9451 -28.9239
H 22.4107 -4.7072 -22.1293
C 23.1828 -13.5403 -17.2326
H 29.2207 -11.4013 -29.4427
H 21.3944 -14.6237 -25.3948
H 29.4660 -16.1175 -24.0105
H 31.9953 -15.0483 -24.0761
H 21.7006 -13.9373 -21.6355
C 26.2372 -4.1725 -19.8668
C 27.9561 -9.5089 -26.8448
H 24.8783 -7.3796 -18.5947
H 23.8184 -15.2308 -26.5684
C 28.7511 -7.9927 -19.2734
H 19.3274 -7.8058 -23.8008
C 26.7312 -4.6760 -21.2096
H 22.1009 -16.2493 -25.1691
H 20.5471 -9.0061 -24.3297
H 30.0280 -13.3152 -24.9865
H 24.2706 -13.4880 -17.0801
C 22.0455 -15.2346 -24.7537
H 29.4769 -7.6452 -18.5405
H 27.7542 -10.3525 -26.1790
H 31.7567 -15.2718 -25.8387
C 31.4447 -15.5919 -24.8534
O 25.9831 -8.4891 -22.5465
C 24.7005 -9.7241 -24.2863
N 21.6840 -9.3154 -21.8554
O 23.3061 -14.6798 -24.6464
H 29.2622 -9.1777 -28.5504
H 25.1857 -13.1056 -24.8865
H 26.8351 -2.8186 -21.9897
H 30.7204 -9.4948 -26.7670
N 29.3141 -15.4802 -26.0461
C 20.3267 -7.3100 -21.3190
H 27.9353 -8.9466 -21.9579
N 24.0268 -10.6443 -23.3326
C 23.5204 -13.5869 -19.5373
N 30.2280 -10.3237 -27.0866
H 24.5306 -10.5113 -22.4449
H 26.7004 -7.1116 -27.5102
H 18.3549 -5.7488 -20.7247
H 23.8230 -10.4697 -26.0680
O 20.1001 -6.0031 -21.7957
H 24.9296 -10.4134 -18.6692
C 20.0040 -8.5929 -23.4793
H 19.7443 -4.9737 -20.0240
C 27.3062 -8.8599 -22.8457
N 24.0929 -8.4777 -20.1881
H 28.8698 -7.3540 -20.1612
H 23.3778 -5.2428 -23.5671
H 28.2929 -8.6584 -26.2347
H 25.8983 -5.2572 -23.1252
H 25.9479 -9.5443 -17.5427
C 28.5411 -11.1826 -28.6145
H 27.6182 -10.9507 -29.1568
H 21.5739 -15.2788 -23.7734
H 28.2317 -12.7896 -22.0754
H 31.7079 -16.6380 -24.6854
C 29.6970 -13.9725 -24.1681
H 22.8277 -9.2407 -25.2760
C 23.2735 -12.8278 -20.8030
N 24.2195 -13.2369 -21.8537
H 27.6877 -3.8973 -22.8176
```

SMILES: COC[C@H](C)N.COC[C@H](C)N.COC[C@H](C)N.COC[C@H](C)N.COC[C@H](C)N.COC[C@H](C)N.COC[C@H](C)N.COC[C@H](C)N
2S+1: 1
E_HOMO: -8.5 eV
Kohn-Sham gap: 8.9577 eV

***

<c>
# C32H88N8O8

A 8-piece molecular cluster, C32H88N8O8 overall (the ωB97M-V functional and the def2-TZVPD basis, the OMol25 dataset).

```
136
C32H88N8O8, DFT the ωB97M-V functional and the def2-TZVPD basis
H -1.6910 3.1027 -7.2630
H -8.2647 -1.4162 -2.3810
H -8.0403 -5.4390 -0.2043
H 5.9599 7.5756 2.1767
H 3.3274 0.2204 -4.9208
C -2.4299 -8.2745 0.9014
H -2.4845 1.8939 1.2973
C -6.7677 -3.3646 -1.3465
C 3.5542 -4.1393 1.0918
H 5.8475 -2.3415 -5.3965
H 6.9670 -2.4918 2.0089
H -7.0701 -0.1823 -1.9576
H 4.2428 -2.0777 -4.7344
C 0.3328 -1.3660 -2.1630
H -2.6916 -8.9875 1.6832
H 5.3172 -0.8481 2.0385
N -0.2442 1.0022 -2.3593
N 7.1367 -1.6484 1.4796
C 6.0043 0.0683 0.2780
H -3.5368 2.8105 -3.5189
H 2.5028 4.8708 0.9527
C -0.3862 -0.2352 -1.5170
H 5.5874 -1.7572 -3.6837
H -8.1007 -5.1355 1.2731
H -2.9115 -5.7265 -0.0322
H -0.9424 -7.1387 1.8475
C -1.2661 -6.4516 -1.8350
C 5.8284 -1.1905 1.1387
C -2.1773 2.2455 6.6392
H -1.2343 2.0866 7.1623
H -0.6907 1.0127 -3.2652
H 2.5725 4.6873 2.6974
H 6.9249 5.4370 1.6361
C 7.5775 5.0734 3.6818
H 7.7404 4.0099 3.5073
H 0.1978 -1.4881 -3.2376
H -2.3296 0.0781 1.2447
O -6.3845 -2.0651 -1.7098
H -7.9899 -1.0207 -0.7087
H -2.7904 -2.1141 7.2979
H -6.5293 -3.4395 2.1803
H 8.5320 5.5984 3.7190
O 4.4209 5.2118 1.8183
H 6.3800 -0.1955 -0.7106
C -2.3210 0.9610 5.8622
H -2.7384 5.1431 -3.1072
C 4.8720 -2.2384 0.4736
H 6.0242 3.6063 -4.6126
H -0.6905 1.8070 -1.9433
O -2.2661 -0.0864 6.8638
H -3.2432 3.6454 5.6747
N -7.4449 -5.0455 0.5103
H 7.2721 5.1689 4.7238
H 3.3288 3.4768 1.5539
H 3.6230 2.7898 -3.2698
C -7.4862 -1.1470 -1.6671
C -6.2716 -3.1082 1.1744
H -4.2363 2.1467 7.4913
H -1.2407 -7.5357 -1.9456
H 3.5913 -5.0636 1.6683
C -0.0624 0.0282 -0.0410
H -3.3307 0.8233 5.4755
H 6.2483 7.3105 3.8077
H 3.4677 -4.3631 0.0285
C -2.8687 -1.3526 6.5220
H 3.9649 -1.6485 0.3421
H -2.6809 1.1151 -0.2381
H -2.4840 -1.6725 5.5536
H -1.5702 -8.5972 0.3142
C 5.8497 2.6325 -4.1551
N -4.4061 6.0982 -3.8781
H -3.8737 -6.3806 2.1659
O -0.7841 1.0675 0.6364
C -1.9540 -5.8738 0.4673
N 6.5313 7.1010 2.8611
H -1.6425 -4.9624 0.9777
H -3.0422 1.8751 8.7109
H 7.4103 -2.0238 0.5828
C -7.2487 -3.6435 0.1280
H 4.4781 2.1593 -5.8996
H 5.0384 0.5558 0.1462
O 5.3122 -0.2981 -5.1345
C 4.3104 0.5173 -4.5551
H -8.2584 -3.2398 0.2028
H -5.2564 -3.4419 0.9594
H 6.6280 0.7681 0.8342
H 2.5670 2.4224 -4.3379
C -1.0596 3.3546 -6.4110
H 0.9817 0.3371 0.0095
H -3.8651 6.9477 -3.8034
H -5.8801 -3.9775 -1.5040
C -3.4625 4.8903 -3.8817
C 4.5274 1.9975 -4.8228
H 2.6421 -3.5865 1.3166
C 6.5539 5.6496 2.6388
H 4.6911 5.1908 3.8189
H -2.2473 -6.0862 -2.1379
H -1.8253 3.4288 5.0200
H -0.5181 4.2689 -6.6536
H -3.3256 -8.1676 0.2894
C -2.7609 4.7485 -5.2877
H -3.9368 -1.1555 6.4297
C -3.2119 2.3956 7.7684
C -1.9836 -7.0172 1.5490
H -0.6000 -6.0399 -2.5932
H 5.7609 2.7707 -3.0776
H -7.4134 -3.7355 -2.1425
C 5.2343 4.9061 2.9178
O -0.9252 -5.9995 -0.4963
N -2.2757 3.4935 5.9217
H 6.7118 1.9960 -4.3542
N -2.9626 -6.6012 2.5418
H -3.0145 -7.3943 3.1650
H -6.4449 -2.0322 1.1648
H -0.3525 2.5302 -6.3178
O 4.6573 -3.2924 1.4272
H -4.8188 3.6734 -2.6189
H -4.9236 3.4207 -4.4022
C 5.2682 -1.7081 -4.7247
H -0.0323 -2.2810 -1.6966
H 5.2426 -2.6519 -0.4644
H 5.3037 3.8183 2.9256
H -0.1395 -0.9443 0.4454
H -3.1657 3.4471 8.0519
H -1.5236 0.7197 5.1593
C 3.1298 4.5255 1.7747
H -1.4355 -0.5233 -1.5797
C -2.1735 1.0218 0.7221
O -1.7898 3.6588 -5.2237
C -4.2655 3.6202 -3.5566
H 4.3220 0.4893 -3.4655
H -3.5257 4.6338 -6.0559
H -4.9600 6.1290 -4.7221
H -2.2287 5.6738 -5.5082
N 3.4927 2.8209 -4.2708
H 1.4118 -1.3107 -2.0185
```

SMILES: COC[C@H](C)N.COC[C@H](C)N.COC[C@H](C)N.COC[C@H](C)N.COC[C@H](C)N.COC[C@H](C)N.COC[C@H](C)N.COC[C@H](C)N
2S+1: 1
E_HOMO: -9.0 eV
Kohn-Sham gap: 9.2844 eV

***

Most stable to least stable, the ends of the list are <b> and <c>.

***

<a>
# C2H2F2O

A 2-piece molecular cluster, C2H2F2O overall (the ωB97M-V functional and the def2-TZVPD basis, the OMol25 dataset).

```
7
C2H2F2O, DFT the ωB97M-V functional and the def2-TZVPD basis
C -1.0123 0.3535 1.4948
C 1.3684 -0.7765 -1.6490
O -1.6239 1.2704 1.0961
F 0.2691 0.1531 1.1552
F 1.5540 -0.6386 -2.9306
H -1.3210 -0.4607 2.1635
H 0.7656 0.0989 -1.3300
```

2S+1: 1
E_HOMO: -9.5 eV
Kohn-Sham gap: 9.1589 eV

***

<b>
# C2H2F2O

A single C2H2F2O molecule (the ωB97M-V functional and the def2-TZVPD basis, the OMol25 dataset).

```
7
C2H2F2O, DFT the ωB97M-V functional and the def2-TZVPD basis
C 0.0352 0.7510 -0.0003
F -1.0617 1.3824 -0.3989
C 0.0752 -0.8806 0.0076
F -0.9928 -1.4787 -0.3869
H 0.8762 1.3472 -0.2577
H 1.0933 -1.1410 -0.0962
O -0.0253 0.0198 1.1323
```

SMILES: F[C@@H]1O[C@@H]1F
2S+1: 1
E_HOMO: -10.0 eV
Kohn-Sham gap: 11.0401 eV

***

Most stable to least stable, the ends of the list are <b> and <a>.